Entry 1:
Density functional theory data (ωB97M-V with the def2-TZVPD basis set) for a structure of composition C39H65N8O7PS2.

Output
* LUMO: -0.748 eV
* E: -98709.8241 eV
* HOMO-LUMO gap: 7.891 eV
* maximum force: 3.956 eV/A

Last column: Löwdin charge in e.
CARTESIAN COORDINATES (ANGSTROEM)
C (-6.880, -5.968, -0.426)  -0.1137
C (-6.779, -4.430, -0.694)  -0.2146
C (-5.280, -4.111, -1.105)  -0.1709
C (-4.697, -2.901, -0.269)  -0.2965
C (-4.053, -3.362, 1.082)  -0.0829
C (-3.815, -1.974, -1.119)  -0.1031
C (-2.564, -2.273, -1.686)  -0.0690
P (-1.760, -3.910, -1.436)  0.5184
O (-1.435, -4.181, -0.030)  -0.2681
O (-0.342, -3.952, -2.251)  -0.1449
O (-2.611, -5.117, -2.113)  -0.1201
C (-1.906, -1.228, -2.515)  -0.2266
O (-0.682, -1.467, -3.138)  -0.0050
C (-2.426, 0.022, -2.743)  -0.0969
C (-1.674, 1.073, -3.603)  -0.1000
C (-0.315, 1.411, -2.912)  -0.2068
C (-0.278, 2.781, -2.196)  -0.1920
C (1.143, 2.913, -1.524)  -0.2143
S (1.109, 2.632, 0.265)  0.5974
O (0.745, 1.284, 0.620)  -0.2909
O (2.461, 2.863, 0.737)  -0.3336
O (0.145, 3.698, 1.004)  -0.1692
C (-3.700, 0.414, -2.175)  -0.3091
N (-4.360, 1.548, -2.281)  -0.2157
S (-5.765, 1.341, -1.433)  1.0135
N (-5.515, -0.172, -0.925)  -0.2529
C (-4.348, -0.647, -1.375)  -0.2506
H (-7.770, -6.196, 0.187)  0.0660
H (-6.004, -6.317, 0.157)  0.0693
H (-6.913, -6.537, -1.375)  0.0727
H (-7.420, -4.115, -1.532)  0.1007
H (-6.977, -3.872, 0.239)  0.1025
H (-4.695, -5.012, -0.866)  0.0854
H (-5.242, -3.804, -2.168)  0.1100
H (-5.593, -2.312, 0.013)  0.1057
H (-3.265, -2.654, 1.399)  0.0853
H (-4.790, -3.426, 1.899)  0.0543
H (-3.663, -4.380, 0.939)  0.0412
H (0.199, -3.203, -1.955)  0.0751
H (-3.321, -4.745, -2.661)  0.0655
H (-0.847, -1.844, -4.016)  0.1314
H (-1.539, 0.587, -4.593)  0.1169
H (-2.327, 1.945, -3.773)  0.1073
H (-0.096, 0.636, -2.153)  0.1066
H (0.505, 1.353, -3.656)  0.0548
H (-1.044, 2.808, -1.394)  0.1122
H (-0.421, 3.642, -2.876)  0.1137
H (1.772, 2.098, -1.928)  0.1009
H (1.624, 3.862, -1.815)  0.0841
H (0.092, 3.390, 1.928)  0.0933
C (5.600, 3.140, -4.669)  -0.1102
C (5.358, 1.762, -4.069)  -0.2568
C (4.384, 0.918, -4.898)  -0.1801
C (3.050, 1.513, -4.953)  -0.1996
N (2.009, 1.997, -5.001)  0.1702
H (4.678, 3.725, -4.709)  0.0665
H (6.317, 3.697, -4.064)  0.0728
H (6.000, 3.059, -5.682)  0.0645
H (4.985, 1.871, -3.047)  0.1097
H (6.310, 1.232, -4.004)  0.1102
H (4.309, -0.079, -4.459)  0.1194
H (4.770, 0.791, -5.912)  0.1242
C (2.907, 6.476, 1.346)  -0.1067
C (3.487, 7.316, 0.217)  -0.2565
C (2.410, 8.048, -0.591)  -0.1867
C (1.509, 7.120, -1.275)  -0.2143
N (0.801, 6.386, -1.802)  0.1651
H (2.256, 5.689, 0.960)  0.0483
H (3.708, 5.994, 1.909)  0.0778
H (2.330, 7.094, 2.037)  0.0776
H (4.082, 6.677, -0.440)  0.1130
H (4.169, 8.056, 0.641)  0.1091
H (2.892, 8.687, -1.334)  0.1169
H (1.832, 8.704, 0.064)  0.1217
C (3.101, 3.345, 4.783)  -0.1010
C (1.819, 3.618, 5.561)  -0.2620
C (1.374, 5.082, 5.479)  -0.1949
C (2.345, 5.992, 6.087)  -0.2388
N (3.118, 6.699, 6.557)  0.1436
H (3.940, 3.918, 5.182)  0.0733
H (3.363, 2.288, 4.847)  0.0760
H (2.980, 3.601, 3.728)  0.0642
H (1.959, 3.326, 6.604)  0.1116
H (1.022, 2.988, 5.159)  0.1048
H (0.416, 5.195, 5.991)  0.1168
H (1.212, 5.364, 4.436)  0.1098
C (-1.468, -3.731, 5.041)  -0.1007
C (-2.075, -4.918, 5.780)  -0.2571
C (-2.421, -6.086, 4.851)  -0.1906
C (-3.448, -5.729, 3.873)  -0.1916
N (-4.242, -5.429, 3.101)  0.1712
H (-2.166, -3.315, 4.312)  0.0680
H (-1.215, -2.938, 5.746)  0.0730
H (-0.556, -4.021, 4.515)  0.0789
H (-2.967, -4.591, 6.319)  0.1146
H (-1.362, -5.269, 6.530)  0.0859
H (-2.780, -6.926, 5.449)  0.1024
H (-1.523, -6.427, 4.331)  0.1228
C (2.879, 5.427, -7.773)  -0.1073
C (4.150, 6.238, -7.999)  -0.2635
C (4.980, 5.733, -9.184)  -0.1937
C (5.473, 4.373, -8.971)  -0.2360
N (5.841, 3.300, -8.797)  0.1435
H (3.106, 4.386, -7.534)  0.0642
H (2.311, 5.839, -6.938)  0.0742
H (2.241, 5.445, -8.658)  0.0769
H (4.754, 6.226, -7.088)  0.1076
H (3.876, 7.279, -8.185)  0.1071
H (5.832, 6.399, -9.336)  0.1168
H (4.384, 5.768, -10.098)  0.1209
C (-1.526, -9.868, 8.235)  -0.1064
C (-0.730, -9.183, 7.131)  -0.2597
C (0.429, -8.336, 7.666)  -0.1903
C (-0.034, -7.223, 8.495)  -0.2401
N (-0.411, -6.356, 9.147)  0.1511
H (-1.992, -9.140, 8.901)  0.0731
H (-2.321, -10.478, 7.805)  0.0733
H (-0.885, -10.519, 8.833)  0.0769
H (-1.401, -8.562, 6.533)  0.0897
H (-0.324, -9.946, 6.463)  0.1105
H (1.000, -7.937, 6.825)  0.1172
H (1.112, -8.963, 8.243)  0.1207

Entry 2:
Density functional theory data (ωB97M-V with the def2-TZVPD basis set) for an isolated molecule of C2H8Cl2OSi2.

Output
* LUMO: 0.252 eV
* E: -45055.0792 eV
* relative energy (zero: lowest compared OMol25 entry of this formula, charge and spin): 155.2 kJ/mol
* HOMO-LUMO gap: 10.370 eV
* maximum force: 5.001 eV/A

Last column: natural (NBO) charge in e.
CARTESIAN COORDINATES (ANGSTROEM)
C (-1.088, 0.096, -2.160)  -1.0628
C (-1.338, 0.688, 1.334)  -1.0619
O (1.120, -0.368, -0.174)  -1.2990
Si (2.409, -0.243, 0.725)  1.4893
Si (-0.962, -0.357, -0.256)  1.7254
Cl (4.043, 0.124, -0.447)  -0.4150
Cl (-1.408, -2.327, 0.298)  -0.3786
H (-1.456, -0.801, -2.600)  0.2553
H (-1.900, 0.845, -2.280)  0.2426
H (-0.137, 0.542, -2.339)  0.2763
H (-1.376, 1.729, 1.140)  0.2421
H (-2.212, 0.344, 1.749)  0.2385
H (-0.551, 0.552, 1.964)  0.2512
H (2.706, -1.494, 1.171)  -0.2633
H (2.150, 0.670, 1.875)  -0.2403

Entry 3:
Density functional theory data (ωB97M-V with the def2-TZVPD basis set) for a structure of composition C50H52BiN5O.

Output
* LUMO (spin up / spin down): -0.649 / -1.009 eV
* E: -68032.6968 eV
* relative energy (zero: lowest compared OMol25 entry of this formula, charge and spin): 0.0 kJ/mol
* HOMO-LUMO gap (spin up / spin down): 5.494 / 5.255 eV
* maximum force: 1.075 eV/A

Last column: Löwdin charge in e.
CARTESIAN COORDINATES (ANGSTROEM)
Bi (-0.550, -0.228, 0.322)  1.8899
C (-5.073, -0.349, -0.250)  -0.0248
C (-3.591, -0.233, -0.440)  -0.3130
N (-2.753, -0.434, 0.571)  -0.1993
N (-3.228, -0.658, 1.826)  0.0620
C (-2.307, -0.522, 2.747)  -0.4758
O (-1.077, -0.168, 2.522)  -0.2629
C (-2.706, -0.771, 4.150)  -0.1503
C (-1.985, -0.186, 5.186)  -0.0203
C (-2.324, -0.447, 6.504)  -0.0790
C (-3.369, -1.312, 6.794)  -0.0921
C (-4.089, -1.901, 5.763)  -0.0841
C (-3.767, -1.625, 4.445)  -0.0312
C (-3.014, 0.221, -1.653)  -0.2653
C (-3.792, 0.711, -2.728)  -0.0192
C (-3.190, 1.314, -3.797)  -0.0649
C (-1.786, 1.444, -3.815)  -0.0658
C (-1.075, 0.929, -2.768)  -0.1637
N (-1.645, 0.299, -1.723)  -0.1033
H (-5.264, -0.890, 0.672)  0.0678
H (-5.536, -0.872, -1.087)  0.0812
H (-5.527, 0.642, -0.162)  0.0880
H (-1.162, 0.474, 4.943)  0.1000
H (-1.763, 0.021, 7.303)  0.1022
H (-3.627, -1.526, 7.823)  0.0999
H (-4.896, -2.587, 5.986)  0.1007
H (-4.319, -2.070, 3.628)  0.1058
H (-4.869, 0.631, -2.682)  0.1077
H (-3.784, 1.699, -4.615)  0.1067
H (-1.280, 1.933, -4.635)  0.1038
H (0.008, 1.002, -2.737)  0.1071
C (1.811, 1.438, 4.291)  -0.0418
C (2.261, 2.315, 3.115)  -0.3599
C (3.494, 3.147, 3.479)  -0.0497
C (1.083, 3.162, 2.672)  -0.1393
C (0.721, 4.252, 3.451)  -0.0345
C (-0.406, 5.002, 3.163)  -0.0652
C (-1.195, 4.646, 2.088)  -0.0423
C (-0.871, 3.567, 1.272)  -0.1517
C (-1.781, 3.258, 0.102)  -0.3781
C (-3.186, 2.894, 0.595)  -0.0448
C (-1.836, 4.418, -0.896)  -0.0471
C (0.292, 2.828, 1.550)  -0.1972
N (0.711, 1.730, 0.757)  -0.0754
C (1.840, 1.871, 0.036)  -0.2001
C (2.685, 0.776, -0.415)  -0.2103
N (2.297, -0.454, -0.532)  0.0649
C (3.195, -1.526, -0.588)  -0.1780
C (3.849, -1.907, 0.609)  -0.1379
C (4.761, -2.952, 0.577)  -0.0467
C (5.023, -3.646, -0.590)  -0.0787
C (4.332, -3.309, -1.740)  -0.0472
C (3.403, -2.275, -1.765)  -0.1475
C (2.743, -1.970, -3.100)  -0.3657
C (3.352, -0.713, -3.732)  -0.0506
C (1.221, -1.880, -3.033)  -0.0718
C (3.554, -1.238, 1.942)  -0.3683
C (3.040, -2.270, 2.954)  -0.0525
C (4.782, -0.492, 2.472)  -0.0461
C (4.006, 1.360, -0.757)  -0.0903
C (5.201, 0.846, -1.188)  -0.0014
C (6.254, 1.746, -1.477)  -0.0576
C (6.123, 3.106, -1.339)  -0.0169
C (4.895, 3.663, -0.902)  -0.1578
C (4.577, 5.035, -0.732)  -0.0245
C (3.317, 5.397, -0.324)  -0.0631
C (2.298, 4.457, -0.042)  0.0056
C (2.576, 3.117, -0.186)  -0.0869
C (3.876, 2.756, -0.623)  -0.0864
H (2.619, 0.779, 4.616)  0.0682
H (0.955, 0.825, 3.997)  0.0621
H (1.517, 2.062, 5.138)  0.0835
H (2.553, 1.652, 2.304)  0.1000
H (3.360, 3.674, 4.425)  0.0732
H (3.709, 3.881, 2.700)  0.0796
H (4.363, 2.493, 3.582)  0.0707
H (1.331, 4.510, 4.308)  0.1109
H (-0.666, 5.853, 3.779)  0.1029
H (-2.084, 5.227, 1.870)  0.1101
H (-1.374, 2.401, -0.428)  0.0677
H (-3.675, 3.758, 1.049)  0.0818
H (-3.139, 2.101, 1.345)  0.0760
H (-3.807, 2.549, -0.235)  0.0704
H (-2.289, 5.301, -0.442)  0.0764
H (-2.432, 4.135, -1.767)  0.0750
H (-0.834, 4.681, -1.240)  0.0773
H (5.273, -3.236, 1.489)  0.1100
H (5.752, -4.446, -0.599)  0.1007
H (4.511, -3.870, -2.651)  0.1101
H (2.978, -2.815, -3.754)  0.1242
H (3.192, 0.160, -3.097)  0.0652
H (2.904, -0.518, -4.709)  0.0784
H (4.427, -0.843, -3.868)  0.0820
H (0.917, -1.018, -2.450)  0.0131
H (0.801, -2.774, -2.566)  0.0867
H (0.801, -1.787, -4.037)  0.0823
H (2.752, -0.514, 1.803)  0.1016
H (3.813, -2.996, 3.212)  0.0744
H (2.184, -2.807, 2.541)  0.0846
H (2.714, -1.777, 3.871)  0.0714
H (5.628, -1.171, 2.592)  0.0788
H (4.570, -0.038, 3.443)  0.0652
H (5.076, 0.300, 1.782)  0.0746
H (5.355, -0.219, -1.310)  0.1116
H (7.197, 1.341, -1.822)  0.1037
H (6.954, 3.762, -1.568)  0.1116
H (5.330, 5.788, -0.932)  0.1097
H (3.086, 6.449, -0.210)  0.1038
H (1.325, 4.809, 0.275)  0.1051